# 1
Entry from the OMol25 dataset: the ion C4H8NO2Si with charge -1 at a distorted geometry (wB97M-V/def2-TZVPD).

The geometry in XYZ format:
```
16
Properties=species:S:1:pos:R:3:nbo_charge:R:1
Si 2.24774 0.40261 -0.34977 0.988
O 4.88984 0.63799 -0.51449 -0.725
O 4.22471 -0.79661 1.09144 -0.735
N 1.18736 -0.95881 -0.28013 -1.036
C -0.20382 -0.79482 -0.54479 -0.200
C -0.65210 1.34482 0.86539 -0.538
C 4.09410 0.03164 0.19724 0.510
C -1.00259 -0.06420 0.60277 -0.478
H -0.87434 -0.66130 1.51184 0.186
H -0.66646 -1.77641 -0.72077 0.170
H -0.30479 -0.19628 -1.45308 0.182
H 1.34932 -1.59777 0.48806 0.389
H -0.68615 2.00562 0.00859 0.161
H 2.11396 0.86629 -1.74524 -0.243
H -2.05396 -0.14446 0.29649 0.190
H 0.19449 1.52543 1.51644 0.180
```

Energy above the lowest of the compared OMol25 structures with the same formula, charge and spin (kcal per mole): 52.5
Net charge: -1
HOMO (alpha / beta) (eV): -4.1 / -2.6
Lowest unoccupied orbital energy (alpha / beta) (eV): 3.6 / 3.2


# 2
Entry from the OMol25 dataset: a cluster of 2 separate species, C16H30BF3N4O3 in total at a distorted geometry (wB97M-V/def2-TZVPD).

The geometry in XYZ format:
```
57
Properties=species:S:1:pos:R:3:nbo_charge:R:1
F 4.41653 -1.15309 4.12634 -0.336
F 4.38838 -0.20795 6.18701 -0.302
F 5.37806 -2.14257 5.82461 -0.325
O 1.99369 -1.50940 6.47873 -0.514
O -1.90155 -0.29288 -2.12059 -0.812
O -0.50112 0.18283 1.28520 -0.799
N 0.42080 -3.75180 3.07106 -0.216
N 0.16144 -3.14288 4.23057 -0.335
N 0.46033 -1.58265 2.69303 -0.600
N -1.88911 0.73314 -3.04074 -0.195
C -0.82139 2.71193 -3.97254 -0.392
C 0.63771 0.87103 -3.06616 -0.635
C 1.89956 0.68395 2.03601 -1.020
C -1.53410 0.81057 -5.52088 -0.405
C 1.40294 -0.43225 5.75106 -0.075
C -2.74029 -1.11193 -4.58096 -0.598
C -0.03149 -0.78433 5.15972 -0.493
C -0.97231 2.22705 -5.41552 -0.407
C -0.71571 1.58979 -2.92251 0.104
C -2.44591 0.37682 -4.35667 0.109
C 2.99301 -2.18961 5.73613 -0.162
C 4.30508 -1.35675 5.48778 0.948
C 0.60422 -2.88478 2.10150 0.182
C 0.18586 -1.77550 4.00535 0.445
C -3.78758 1.12982 -4.44607 -0.603
C -0.75172 2.27293 -1.55278 -0.594
B 0.60820 -0.24836 1.99768 1.076
H 1.21594 0.38698 6.49864 0.218
H -0.69297 0.11425 -5.59626 0.195
H -4.28935 0.94185 -5.40387 0.175
H -2.06887 0.71341 -6.47269 0.199
H 2.65860 -2.60172 4.75509 0.191
H 0.76767 0.10567 -2.29758 0.211
H 0.02324 3.04448 -1.47477 0.175
H 0.76278 0.38784 -4.03732 0.200
H -1.82641 -1.70982 -4.54785 0.207
H -3.65566 2.20973 -4.35206 0.197
H -1.05668 -0.61346 1.15910 0.507
H 0.85960 -3.09316 1.05015 0.274
H -3.43777 -1.50766 -3.84207 0.224
H 1.46287 1.58348 -2.95203 0.184
H -3.19823 -1.26549 -5.56358 0.185
H -0.41155 0.18006 4.72488 0.260
H -0.58464 1.55814 -0.74883 0.218
H -0.00065 -3.58998 5.13075 0.451
H -1.68625 3.33899 -3.73206 0.201
H 1.92762 1.24005 3.00859 0.242
H -0.00274 2.25914 -5.92253 0.194
H 1.74281 1.46758 1.24715 0.283
H -4.46584 0.81129 -3.65179 0.214
H 3.30127 -3.07319 6.35457 0.234
H 0.04363 3.38025 -3.90774 0.194
H -1.61442 2.92520 -5.96057 0.196
H -0.72924 -1.14154 5.94725 0.260
H -1.71481 2.75902 -1.37807 0.209
H 2.05097 0.01437 4.96117 0.199
H 2.85557 0.15111 1.82796 0.259
```

HOMO (eV): -3.4
Lowest unoccupied orbital energy (eV): -1.3


# 3
Entry from the OMol25 dataset: a cluster of 2 separate species, H6N2 in total (wB97M-V/def2-TZVPD).

The geometry in XYZ format:
```
8
Properties=species:S:1:pos:R:3:nbo_charge:R:1
N -9.54235 3.57281 13.63214 -1.068
N -4.65714 3.21335 11.35361 -1.068
H -4.74161 3.43053 10.35545 0.357
H -5.56460 2.84523 11.65629 0.354
H -8.69345 3.22756 13.17301 0.354
H -4.51910 4.10404 11.84172 0.357
H -10.16881 3.90276 12.89100 0.357
H -9.27099 4.39493 14.18086 0.357
```

SMILES: N.N
Energy above the lowest of the compared OMol25 structures with the same formula, charge and spin (kcal per mole): 2.8
HOMO (eV): -10.3
Lowest unoccupied orbital energy (eV): 0.8


# 4
Entry from the OMol25 dataset: a cluster of 3 separate species, C4H16NO2 in total at a distorted geometry (wB97M-V/def2-TZVPD).

The geometry in XYZ format:
```
23
Properties=species:S:1:pos:R:3:nbo_charge:R:1
O -0.09626 2.64671 1.56898 -1.096
O 4.05775 -0.25762 0.78758 -0.987
N 0.25197 0.09236 0.60561 -0.949
C 0.61010 -0.51780 -1.77440 -0.634
C -1.72201 -0.41509 -0.82996 -0.422
C -0.27470 -0.73622 -0.52700 -0.129
C -2.68534 -0.84258 0.25511 -0.654
H 1.58221 -0.12781 -1.46832 0.212
H -1.82877 0.67949 -0.91292 0.204
H -1.97299 -0.78169 -1.81618 0.217
H -0.95756 2.83133 1.91617 0.462
H 0.17904 0.21208 -2.44802 0.216
H -0.16057 -0.16227 1.54265 0.269
H 1.27132 -0.09986 0.60110 0.407
H -3.68558 -0.46682 0.09372 0.216
H 0.17012 1.11046 0.40590 0.433
H -2.42883 -0.50113 1.26697 0.196
H 0.80126 -1.44565 -2.31432 0.222
H -0.17268 -1.78703 -0.23742 0.208
H -2.67549 -1.93696 0.34116 0.204
H 4.48772 -0.11576 -0.06273 0.464
H 0.54411 3.35600 1.67462 0.473
H 4.70520 -0.73413 1.33170 0.470
```

Energy above the lowest of the compared OMol25 structures with the same formula, charge and spin (kcal per mole): 3.2
HOMO (alpha / beta) (eV): -2.6 / -11.7
Spin multiplicity: 2
Lowest unoccupied orbital energy (alpha / beta) (eV): 0.8 / 0.5


# 5
Entry from the OMol25 dataset: the molecule C21H24ClNO5 (wB97M-V/def2-TZVPD).

The geometry in XYZ format:
```
52
Properties=species:S:1:pos:R:3:nbo_charge:R:1
Cl -5.55454 -1.25612 -0.29811 0.007
O -1.39049 0.95650 1.59269 -0.508
O 0.99458 -2.20599 2.22164 -0.630
O 3.14798 3.61632 -0.06790 -0.496
O 2.53808 -3.78526 1.97607 -0.678
O -1.37168 -0.90050 -1.67579 -0.643
N -1.26199 -1.42916 0.51330 -0.636
C 1.97699 2.99384 0.25565 0.283
C 3.26807 4.19314 -1.34473 -0.251
C 1.50450 -3.06254 1.54077 0.818
C -3.31781 -0.04661 0.62269 -0.091
C 0.88028 2.86758 -0.58728 -0.284
C -0.26160 2.21127 -0.15747 -0.291
C -2.61935 1.10331 1.00490 0.305
C 1.91257 2.44631 1.53853 -0.230
C -0.32314 1.68160 1.12211 0.336
C 0.77675 1.79887 1.96913 -0.263
C -2.69407 -1.42191 0.69797 -0.244
C -4.61349 0.12410 0.14355 -0.005
C -3.19036 2.36449 0.86703 -0.255
C -0.71136 -1.10254 -0.67537 0.690
C 3.00708 -2.20435 -0.87233 -0.610
C 1.08343 -3.44961 0.15169 -0.534
C 0.81016 -1.04263 -0.65460 -0.515
C 1.07713 -2.93258 -2.28593 -0.610
C -4.46884 2.49746 0.36425 -0.193
C 1.48902 -2.40100 -0.91248 -0.002
C -5.19321 1.37413 0.00914 -0.241
H -3.13985 -2.03262 -0.09461 0.236
H 4.26354 4.63331 -1.37678 0.200
H -6.19779 1.46084 -0.37273 0.227
H -0.00089 -3.56657 0.13702 0.251
H 2.52113 4.97764 -1.50434 0.175
H 2.80005 -3.51424 2.87076 0.498
H -2.91964 -1.88019 1.66455 0.220
H 0.89647 3.26548 -1.58922 0.222
H 1.54243 -3.89598 -2.48247 0.204
H 0.72433 1.36477 2.95479 0.230
H 3.32241 -1.53962 -1.67285 0.215
H -4.90798 3.47718 0.25841 0.219
H -1.09620 2.09529 -0.83247 0.242
H 1.14209 -0.63880 0.30226 0.232
H -2.61962 3.23092 1.16669 0.228
H 3.31763 -1.76493 0.07332 0.207
H 1.38491 -2.23681 -3.06220 0.216
H -0.67013 -1.45474 1.33355 0.436
H 1.11661 -0.35297 -1.44267 0.236
H 3.17998 3.44201 -2.13660 0.174
H -0.00170 -3.04453 -2.34892 0.226
H 1.55556 -4.40162 -0.09204 0.233
H 2.77233 2.54402 2.18185 0.225
H 3.51967 -3.15594 -0.99441 0.212
```

SMILES: COc1ccc(Oc2cccc(Cl)c2CNC(=O)CC(C)(C)CC(=O)O)cc1
Energy above the lowest of the compared OMol25 structures with the same formula, charge and spin (kcal per mole): 0.0
HOMO (eV): -8.0
Lowest unoccupied orbital energy (eV): 0.5


# 6
Entry from the OMol25 dataset: the molecule CH5N3O at a distorted geometry (wB97M-V/def2-TZVPD).

The geometry in XYZ format:
```
10
Properties=species:S:1:pos:R:3:nbo_charge:R:1
O 1.27457 -0.02658 0.77604 -0.651
N -1.35991 -1.28323 0.48519 -0.662
N -0.82797 -0.19036 -0.24668 -0.472
N 0.69616 1.24191 -0.91503 -0.841
C 0.39821 0.28620 -0.04187 0.718
H -1.67267 -1.03972 1.45412 0.373
H -0.28971 1.47450 -1.61283 0.374
H -0.70390 -0.23721 -1.29284 0.369
H -0.73711 -2.08934 0.62331 0.357
H 1.25959 2.00893 -0.39325 0.435
```

SMILES: NNC(N)=O
Energy above the lowest of the compared OMol25 structures with the same formula, charge and spin (kcal per mole): 40.9
HOMO (eV): -9.8
Lowest unoccupied orbital energy (eV): 0.6


# 7
Entry from the OMol25 dataset: a structure of composition C29H44IrN3O7PS8Te at a distorted geometry (wB97M-V/def2-TZVPD).

The geometry in XYZ format:
```
94
Properties=species:S:1:pos:R:3:mulliken_charge:R:1
Ir -0.92916 0.68490 0.86946 0.272
Te -3.00190 0.61572 2.44698 -0.088
S 2.70506 -3.49806 -1.86847 -0.007
S -2.75467 -1.56473 -0.69848 1.198
S 0.24337 1.23485 -1.47919 0.045
S -0.18040 -5.95403 0.10309 -0.230
S 1.65424 -6.08670 -2.23011 -0.290
S 1.48857 -1.55440 0.69088 0.013
S -3.17158 -2.57284 3.28195 -0.023
S 3.77480 -5.16394 -4.14241 -0.366
P 0.02902 2.22383 2.04690 1.318
O -2.01182 -2.10797 0.42772 -0.396
O 0.86744 1.88554 3.39000 -0.305
O -2.41879 2.35977 0.06053 -0.693
O -0.74579 3.50680 2.60198 -0.329
O -3.46468 3.17711 -1.73411 -0.831
O -4.20008 -1.70742 -0.68546 -0.853
O 1.23575 2.89325 1.22374 -0.245
N -2.23990 -0.10320 -0.94009 0.030
N 2.11438 3.09408 -1.54174 0.195
N 2.87187 0.95905 -1.88432 0.143
C -2.62988 -4.23023 -3.74683 -0.827
C -2.02614 4.09639 2.29989 0.268
C 1.84429 1.76860 -1.62590 -0.175
C -2.17880 -2.34269 5.61487 -0.746
C -0.80662 -5.04936 -5.28505 -1.599
C 2.77187 -4.93433 -2.81986 0.102
C -0.44154 -3.29182 -3.51926 -0.494
C -1.30385 -4.17667 -4.16288 0.652
C 1.01468 -5.11194 -0.88964 0.553
C -2.16111 -1.04638 5.03793 -0.184
C -2.66293 -1.00524 3.76335 -0.106
C -3.08682 -3.42508 -2.71213 -0.751
C -2.97973 2.24776 -1.08028 0.173
C 0.66825 2.21109 5.75096 -1.592
C -1.87196 5.21070 1.29217 -1.158
C 0.16400 1.43983 4.55106 0.078
C 3.29673 3.75656 -2.04664 -0.861
C 1.48570 -3.87044 -0.72831 -0.754
C -0.88439 -2.48847 -2.48049 0.522
C 2.76939 -0.48563 -2.07006 0.148
C -2.21070 -2.55994 -2.07793 -0.779
C 2.20896 3.76885 1.78509 -0.331
C -2.71752 -3.27248 4.77219 -0.446
C 3.36566 3.80595 -3.57070 -1.155
C 2.67408 -0.86877 -3.53603 -0.997
C 1.82195 5.22386 1.60534 -1.051
C -3.08217 0.83045 -1.65632 -0.749
C 0.30298 -0.71338 1.77106 -0.594
C -0.31927 -4.74134 1.42435 0.024
H -2.84356 -4.32903 4.95471 0.386
H -1.45454 4.80636 0.37003 0.127
H 3.63686 -0.93822 -1.59147 0.539
H 4.26308 4.33377 -3.90090 0.405
H 4.19401 3.28196 -1.63473 0.404
H -0.21025 -1.81608 -1.95998 0.173
H -0.95159 -4.56522 -6.25535 0.322
H -1.79929 -0.16974 5.55494 0.537
H -0.91051 1.58457 4.41995 0.129
H 0.46924 3.27669 5.62456 0.288
H 3.77896 1.37040 -2.02934 0.290
H -1.24149 6.02104 1.66885 0.351
H 1.74356 2.06955 5.87533 0.308
H -4.13709 0.54168 -1.60566 0.488
H -1.80920 -2.57121 6.60618 0.356
H -0.32391 -1.44126 2.29467 0.053
H 3.53250 -0.49790 -4.10417 0.445
H -0.72425 -3.81021 1.03323 -0.385
H 1.76102 -0.45700 -3.97017 0.210
H -1.00264 -5.16545 2.15790 0.288
H 0.25681 -5.26378 -5.17227 0.289
H 0.59953 -3.25483 -3.82211 0.773
H -4.11501 -3.46405 -2.37750 0.503
H 0.16712 1.86736 6.65862 0.409
H 3.38004 2.80078 -3.99409 0.218
H -2.81167 0.90134 -2.71641 0.256
H -3.31316 -4.92221 -4.22972 0.313
H 0.97858 -0.28640 2.51673 0.561
H -1.34268 -6.00012 -5.30766 0.371
H 1.57616 5.43366 0.56175 0.214
H 2.65457 5.86864 1.89979 0.446
H 0.95232 5.47116 2.21099 0.147
H 2.36271 3.52966 2.83782 0.278
H 0.34100 0.36852 4.65933 0.443
H 3.13428 3.54992 1.24682 0.367
H -2.39891 4.45513 3.26104 0.345
H 0.65717 -4.56129 1.87091 0.331
H -2.69313 3.34984 1.89376 -0.168
H 1.89800 -0.81862 -1.51108 -1.031
H 1.27692 3.63611 -1.39890 0.241
H -2.85655 5.61308 1.04657 0.448
H 2.49189 4.32118 -3.97061 0.302
H 2.64743 -1.95521 -3.63545 0.044
H 3.29485 4.76795 -1.63568 0.453
```

Energy above the lowest of the compared OMol25 structures with the same formula, charge and spin (kcal per mole): 31.5
Net charge: -2
HOMO (alpha / beta) (eV): -2.0 / -2.1
Spin multiplicity: 2
Lowest unoccupied orbital energy (alpha / beta) (eV): 3.6 / 3.6